The following is a quantum chemistry calculation of a cluster of 12 separate species, C54H129N3O12 in total in a non-equilibrium geometry, from the OMol25 dataset.

The geometry in XYZ format:
```
198
Properties=species:S:1:pos:R:3:forces:R:3:lowdin_charge:R:1
C -4.82791 -7.62452 15.98488 0.93 -0.22 1.69 -0.005
C -5.99965 -8.23415 16.82660 -1.20 1.41 -1.47 -0.486
C -6.35215 -9.60049 16.31399 -0.05 -0.77 -0.67 -0.046
C -5.75880 -8.34093 18.29933 0.73 0.67 1.08 -0.141
C -5.74522 -6.95980 19.04174 -1.22 -2.16 1.24 -0.152
C -7.16168 -6.44160 18.84329 0.22 0.81 0.10 -0.158
C -7.48944 -6.17929 17.40156 0.80 0.56 -0.99 -0.529
C -8.93278 -5.79113 17.31383 -1.01 -0.18 0.40 -0.033
C -6.64129 -4.97934 16.83937 -0.42 -0.95 -0.30 -0.004
N -7.30952 -7.42648 16.64665 0.82 -1.11 2.38 -0.111
O -7.65887 -7.25809 15.34168 0.01 0.00 -1.16 -0.021
H -4.20668 -6.96518 16.63577 -0.48 -0.20 -0.47 0.082
H -5.08372 -7.06600 15.09577 -0.40 0.05 -0.17 0.067
H -4.13368 -8.41765 15.67594 -0.28 0.07 -0.02 0.081
H -6.82130 -9.45148 15.33331 0.23 -0.47 0.09 0.088
H -7.06609 -10.11653 16.96990 0.07 0.26 -0.13 0.081
H -5.45684 -10.24276 16.23605 -0.32 0.27 -0.12 0.093
H -6.61129 -8.92242 18.70132 0.48 0.26 0.02 0.101
H -4.84028 -8.93301 18.47878 -0.28 0.28 -0.07 0.122
H -4.93445 -6.29482 18.79385 0.18 0.24 -0.34 0.084
H -5.67677 -7.19371 20.13333 0.37 0.23 -0.64 0.100
H -7.36887 -5.49889 19.35766 0.19 -0.04 0.28 0.120
H -7.89302 -7.16872 19.21412 0.24 -0.02 0.09 0.103
H -9.54931 -6.54691 17.81654 0.06 0.00 -0.18 0.086
H -9.10662 -4.85905 17.85029 0.02 0.16 -0.12 0.091
H -9.27477 -5.71023 16.29132 -0.08 0.16 -0.20 0.084
H -6.73440 -4.89385 15.73780 0.03 0.18 0.59 0.089
H -6.94350 -4.05963 17.29688 -0.60 0.61 0.09 0.073
H -5.60828 -5.04856 17.10337 0.85 -0.38 -0.08 0.047
H -7.05717 -6.57481 15.03092 0.11 0.23 -0.73 0.065
C -6.04784 -12.04393 19.87714 -0.76 -0.06 -0.68 -0.037
C -5.80001 -11.89671 21.39459 -0.60 -0.55 -0.87 -0.476
C -4.39167 -12.50208 21.68418 -1.28 1.14 0.02 -0.002
C -5.90698 -10.41067 21.71168 0.98 0.83 -0.14 -0.147
C -5.86591 -10.13824 23.18942 0.27 0.03 0.45 -0.176
C -7.07312 -10.84421 23.74821 0.67 0.46 2.47 -0.155
C -7.14169 -12.32075 23.51319 -0.76 -0.61 -0.20 -0.511
C -6.15797 -13.12945 24.34094 0.33 -0.38 1.29 -0.023
C -8.58568 -12.74032 23.89158 0.21 -0.06 -0.20 -0.019
N -7.00668 -12.50017 22.04452 0.63 0.92 0.70 -0.099
O -7.03596 -13.86667 21.79826 -0.07 -1.15 -0.60 -0.024
H -5.49663 -11.30020 19.25531 -0.05 -0.56 0.59 0.078
H -5.87897 -13.06935 19.47041 0.10 0.73 0.47 0.094
H -7.12180 -11.82790 19.71691 0.38 -0.08 -0.08 0.076
H -3.77843 -11.97574 20.95953 0.54 -0.18 -0.08 0.077
H -4.07052 -12.23615 22.68060 0.30 -0.25 0.30 0.059
H -4.37222 -13.56735 21.50241 0.03 -0.19 0.05 0.084
H -5.12089 -9.86298 21.17109 0.01 -0.13 0.02 0.105
H -6.85083 -10.00188 21.36972 -0.32 -0.16 -0.50 0.101
H -4.91472 -10.48955 23.61247 -0.27 -0.05 0.12 0.096
H -5.93734 -9.07938 23.48662 0.10 -0.18 -0.52 0.090
H -7.96915 -10.38864 23.39454 -0.72 0.46 -0.67 0.098
H -7.12629 -10.67283 24.84639 0.09 -0.18 -0.37 0.137
H -6.59988 -13.46913 25.30600 0.02 0.31 -0.65 0.094
H -5.26962 -12.58295 24.64909 0.16 0.28 -0.21 0.072
H -5.81874 -14.03403 23.85441 -0.07 -0.15 -0.34 0.077
H -8.82060 -13.76724 23.60411 0.23 -0.04 0.14 0.083
H -9.23777 -12.09783 23.30816 -0.37 0.05 0.21 0.053
H -8.77644 -12.63353 24.97643 0.15 0.11 -0.57 0.095
H -7.88665 -13.98469 21.36152 0.08 -0.17 -0.11 0.113
C -3.51519 -6.80734 22.67287 -1.27 1.60 0.67 -0.043
C -2.22615 -7.30920 22.14538 0.62 -2.22 -0.43 -0.521
C -2.49696 -7.81522 20.70782 0.32 0.12 0.35 -0.005
C -1.24942 -6.17233 22.17879 0.14 0.66 -1.75 -0.132
C 0.19705 -6.57871 21.82872 -1.15 0.73 -0.11 -0.149
C 0.58356 -7.61241 22.82485 1.91 0.35 0.82 -0.183
C -0.23617 -8.85247 22.83093 -2.27 -0.67 -0.36 -0.502
C -0.08526 -9.71035 21.54192 0.53 0.54 0.35 -0.005
C 0.18153 -9.66894 24.04209 0.79 0.28 0.28 -0.037
N -1.65424 -8.35834 23.05030 0.36 -0.14 0.76 -0.054
O -2.51309 -9.47526 23.27941 0.18 0.86 -0.08 -0.037
H -4.24018 -7.54676 23.00432 0.18 -0.28 0.01 0.072
H -3.29569 -6.10377 23.50028 -0.44 -0.46 -0.20 0.069
H -4.01729 -6.18460 21.90054 0.30 -0.33 0.32 0.092
H -1.60033 -8.14859 20.20215 0.11 -0.39 0.02 0.061
H -3.27159 -8.60522 20.72180 0.30 0.44 -0.26 0.078
H -2.79888 -6.94411 20.13783 -0.60 0.00 -0.20 0.081
H -1.70207 -5.41418 21.51830 0.51 -0.10 -0.21 0.116
H -1.32803 -5.69589 23.13199 0.43 0.09 0.99 0.106
H 0.27388 -6.95999 20.80420 -0.04 0.20 0.07 0.108
H 0.83711 -5.70406 21.92304 0.15 0.02 -0.14 0.115
H 0.45686 -7.19614 23.82580 -0.05 0.24 0.11 0.123
H 1.67158 -7.82443 22.79095 -0.47 -0.26 -0.29 0.139
H -0.98272 -10.17498 21.14724 -0.23 -0.37 0.48 0.070
H 0.69701 -10.45133 21.72648 -0.20 -0.06 -0.30 0.088
H 0.21690 -9.06581 20.72944 0.43 0.09 -0.29 0.060
H -0.30842 -10.62612 24.17046 -0.17 -0.09 -0.21 0.084
H 0.09230 -9.09782 24.97477 -0.21 -0.03 -0.26 0.074
H 1.26055 -9.81958 23.89505 -0.17 -0.34 0.20 0.090
H -2.63232 -9.90137 22.42940 -0.13 -0.44 -0.53 0.059
C -4.39058 -3.29873 25.05918 -1.06 -1.68 0.73 -0.079
C -3.45842 -2.24180 25.37969 1.40 2.35 0.94 -0.483
C -4.15981 -1.01187 25.98990 -0.27 -1.29 -0.05 -0.042
O -2.47263 -2.71777 26.35320 -0.40 0.50 -0.56 -0.056
H -4.80895 -3.66316 26.00497 -0.16 0.03 -0.07 0.086
H -3.90147 -4.15559 24.63893 0.33 -0.53 -0.50 0.062
H -5.20745 -3.02023 24.42693 -0.43 0.36 -0.53 0.077
H -2.97076 -1.80020 24.50496 0.43 -0.59 -0.22 0.133
H -4.57131 -1.30024 26.94555 -0.18 -0.03 0.47 0.073
H -5.00905 -0.75753 25.34726 0.27 0.26 0.02 0.084
H -3.48354 -0.19159 26.14081 0.25 0.42 -0.10 0.070
H -1.95560 -3.43623 25.96820 -0.22 0.13 -0.14 0.076
C -8.70880 -9.29776 27.80038 -0.55 -0.86 -0.84 -0.062
C -9.73555 -8.40267 28.41025 -0.04 -0.58 0.75 -0.500
C -11.01918 -8.42194 27.60480 -1.28 1.05 0.86 -0.052
O -9.90496 -8.93906 29.74786 0.15 -0.07 -0.32 -0.060
H -7.85864 -9.43443 28.46564 0.04 -0.09 -0.20 0.072
H -8.43275 -8.95264 26.79813 0.25 0.17 0.22 0.076
H -9.26563 -10.22990 27.62444 0.69 -0.27 0.20 0.086
H -9.29118 -7.41900 28.45172 -0.35 0.67 0.18 0.110
H -11.83348 -7.91636 28.21020 0.81 -0.26 -0.72 0.092
H -11.44642 -9.41588 27.38271 0.68 0.23 0.02 0.086
H -10.85617 -7.83345 26.69419 -0.23 -0.25 0.00 0.070
H -10.48097 -8.40247 30.29553 -0.15 0.28 -0.24 0.078
C -1.87722 -7.77595 27.00422 0.50 -0.42 0.85 -0.048
C -2.95361 -7.10570 26.27018 -1.50 0.41 0.47 -0.476
C -4.09779 -8.04800 26.00261 -0.86 -0.10 -0.40 -0.042
O -3.51052 -6.03038 27.08431 -0.38 -0.19 -0.41 -0.080
H -2.35786 -8.08742 27.95095 0.74 0.15 -0.06 0.098
H -1.00816 -7.11659 27.13616 -0.12 -0.31 0.27 0.095
H -1.58530 -8.67962 26.48394 0.26 -0.13 -0.14 0.074
H -2.66418 -6.70748 25.31322 0.45 0.30 -0.31 0.102
H -3.78883 -8.78727 25.26258 -0.03 0.06 -0.12 0.065
H -4.91054 -7.43651 25.57068 0.05 -0.43 0.09 0.080
H -4.49722 -8.60995 26.87045 0.39 0.55 -0.14 0.096
H -2.85097 -5.60941 27.63730 0.33 0.06 -0.06 0.084
C -8.35306 -3.07815 26.31935 -0.86 0.34 1.44 -0.036
C -9.13349 -4.04957 27.27654 -0.44 1.29 -1.00 -0.441
C -10.65265 -4.00785 27.00585 0.76 -0.62 0.13 -0.030
O -8.67974 -5.36485 27.06339 -0.04 -0.88 -0.26 -0.100
H -7.35379 -3.26569 26.64139 1.21 0.01 -0.47 0.041
H -8.53206 -2.00607 26.55460 -0.20 -0.63 -0.09 0.087
H -8.51603 -3.23206 25.25133 -0.02 -0.30 0.20 0.073
H -8.86859 -3.79604 28.31971 -0.39 0.26 -0.31 0.140
H -11.17306 -4.67067 27.68152 -0.17 -0.24 0.31 0.069
H -10.86245 -4.36174 25.99681 0.17 0.00 -0.16 0.064
H -11.08909 -3.02827 27.09778 0.09 0.53 0.12 0.074
H -7.77133 -5.47418 27.41540 -0.08 0.15 -0.03 0.054
C -10.53103 -11.07524 21.14685 0.29 0.20 0.30 -0.064
C -10.58394 -10.61607 19.72344 0.17 -0.13 -0.56 -0.483
C -9.58731 -9.51670 19.40075 0.10 -0.25 -0.12 -0.063
O -10.18107 -11.82533 19.03793 -0.42 0.33 -1.03 -0.072
H -11.03096 -12.04262 21.29072 0.00 0.46 0.03 0.096
H -10.83062 -10.32097 21.86456 -0.49 0.11 0.11 0.079
H -9.47050 -11.19520 21.30897 0.48 -0.51 0.38 0.047
H -11.56866 -10.22307 19.41489 0.00 -0.65 -0.01 0.139
H -9.83597 -8.58652 19.88590 -0.14 0.35 0.54 0.063
H -9.68724 -9.27951 18.33131 0.63 -0.22 0.11 0.085
H -8.57346 -9.83510 19.72638 -0.45 0.26 -0.55 0.070
H -10.13960 -11.68669 18.07022 -0.07 0.09 0.78 0.098
C -5.57345 -7.28019 29.67354 0.60 0.11 0.01 -0.036
C -6.02909 -5.84890 29.45920 -0.50 -0.81 1.70 -0.515
C -5.04756 -4.88655 30.05992 -0.32 0.80 0.51 -0.043
O -6.18428 -5.53572 28.12264 0.34 -0.14 -2.09 -0.075
H -4.49062 -7.36135 29.45712 -0.43 -0.06 0.21 0.079
H -6.08882 -7.96230 29.01735 -0.34 -0.25 -0.21 0.058
H -5.78047 -7.55892 30.70446 0.20 -0.18 0.07 0.088
H -7.02920 -5.75860 29.92819 0.35 0.20 -0.24 0.150
H -4.09912 -5.07861 29.60616 0.86 -0.11 -0.17 0.059
H -4.93696 -4.89695 31.15069 -0.15 -0.25 -0.23 0.093
H -5.33942 -3.88937 29.75081 -0.02 0.33 0.12 0.083
H -5.38444 -5.84595 27.62962 -0.42 0.39 0.31 0.087
C -3.93544 -2.15508 18.68599 0.77 -0.38 -0.47 -0.052
C -4.08805 -2.49731 20.13437 -0.54 0.59 1.56 -0.521
C -5.35090 -3.25814 20.40603 -1.05 -0.03 0.32 -0.059
O -3.06818 -3.33108 20.69356 0.37 0.18 -0.50 -0.060
H -4.16517 -3.05319 18.11182 0.18 -0.07 -0.23 0.068
H -2.89122 -1.84574 18.44897 -0.83 0.07 0.03 0.093
H -4.68122 -1.41210 18.40164 0.28 0.21 -0.02 0.087
H -4.13507 -1.57182 20.75005 0.16 -0.22 -0.37 0.143
H -5.39635 -3.52842 21.47329 -0.12 0.20 -0.33 0.077
H -5.33279 -4.19000 19.84954 -0.06 -0.21 -0.19 0.053
H -6.27111 -2.69896 20.12053 0.64 -0.31 0.21 0.103
H -2.26037 -2.80985 20.69985 0.19 -0.11 0.02 0.087
C -13.02833 -4.70826 22.44981 -0.46 -0.34 -0.51 -0.068
C -12.13542 -5.50943 23.32887 -1.12 -0.46 0.62 -0.564
C -12.16444 -6.96180 22.91217 0.45 -0.85 -0.07 -0.056
O -10.90135 -4.89396 23.22906 1.96 -0.46 0.40 -0.060
H -14.05843 -4.99975 22.63466 -0.25 0.18 -0.17 0.083
H -12.76944 -4.89275 21.39532 -0.13 0.26 0.27 0.091
H -12.85225 -3.68726 22.72668 -0.25 0.73 -0.20 0.076
H -12.54295 -5.40974 24.35615 0.28 -0.17 -0.06 0.137
H -13.13047 -7.43245 23.05566 -0.44 0.23 0.15 0.077
H -11.46464 -7.62356 23.44045 0.12 0.43 -0.02 0.068
H -11.96640 -7.03328 21.84342 0.24 -0.02 -0.15 0.076
H -10.23688 -5.47874 23.66793 -0.36 0.42 -0.19 0.054
C -8.29574 -7.31131 22.51189 0.33 -0.15 0.33 -0.043
C -7.87928 -6.85142 23.92097 0.30 0.25 -0.76 -0.451
C -7.07241 -5.52448 23.82015 -0.73 0.25 0.34 -0.035
O -9.11804 -6.68578 24.60994 0.28 0.05 -0.21 -0.082
H -7.51090 -7.58164 21.79543 0.35 0.05 0.50 0.063
H -8.75682 -6.42214 22.09822 -0.68 -0.14 -0.38 0.074
H -8.96634 -8.18066 22.57868 -0.08 0.47 -0.06 0.077
H -7.28346 -7.61179 24.44602 0.01 0.07 -0.08 0.114
H -6.10806 -5.76255 23.32597 -0.53 0.48 0.03 0.065
H -6.85585 -5.08810 24.82782 -0.11 -0.48 -0.70 0.062
H -7.70749 -4.73990 23.27386 1.08 -1.11 0.45 0.110
H -8.90650 -6.28954 25.46762 -0.17 0.30 0.51 0.051
```
Forces are in eV/Å.

Computed properties:
energy	-87126.993	eV
charge	0
ΔE to the lowest compared entry with this formula, charge and spin	111.46	kJ/mol
lowest unoccupied orbital energy	0.240	eV
SMILES	CC1(C)CCCC(C)(C)N1O.CC1(C)CCCC(C)(C)N1O.CC1(C)CCCC(C)(C)N1O.CC(C)O.CC(C)O.CC(C)O.CC(C)O.CC(C)O.CC(C)O.CC(C)O.CC(C)O.CC(C)O
frontier orbital gap	8.757	eV